The following is a DFT calculation (ωB97M-V/def2-TZVPD) of 2 unconnected molecules or ions with the total composition C2HIN2O.

```
7
Properties=species:S:1:pos:R:3:nbo_charge:R:1
I -3.52544 1.47470 -0.99111 0.4083
O 1.01760 -2.28903 0.42936 -0.5365
N -2.96000 -0.26538 -0.33166 -0.7667
N -1.58139 -2.09808 -0.23853 -0.7210
C -2.24614 -1.20700 -0.56477 0.6553
C 0.50963 -1.29998 0.58123 0.5128
H -1.04032 -2.94606 -0.34896 0.4479
```

E_tot in eV: -15215.638
Net charge: 0
Highest occupied orbital energy in hartree: -0.32570
Energy relative to the best compared isomer or geometry (same formula, charge and spin) in kcal per mole: 19.9
Kohn-Sham gap in eV: 8.816
E_LUMO in eV: 0.0

***

The following is a DFT calculation (ωB97M-V/def2-TZVPD) of C19H32N2O5 in the gas phase.

```
58
Properties=species:S:1:pos:R:3:nbo_charge:R:1
O 0.33887 1.94620 -0.54442 -0.6269
O 3.27372 0.37126 2.27754 -0.7056
O 0.36032 -1.40061 -4.07955 -0.5466
O 4.62220 -1.04254 -2.64993 -0.5426
O 1.71871 -3.62011 -0.42719 -0.6435
N -1.54469 0.75068 -0.94506 -0.6273
N 2.84606 -1.73925 0.13047 -0.6174
C 0.83208 0.74814 1.95322 -0.4239
C -3.08849 1.41157 -2.78471 -0.4254
C 2.15911 0.22441 1.42090 0.0955
C 0.36431 -2.81190 -4.13420 -0.2578
C 3.76349 -2.14386 -2.77865 0.1126
C 3.63390 -4.27348 -2.60290 -0.3944
C 0.43047 -1.16208 0.45523 -0.3951
C -0.43405 1.06729 -0.21335 0.7059
C 3.21787 0.92595 -2.40219 -0.6374
C -0.75890 -0.91241 -3.36961 -0.0583
C -1.68135 1.17908 -2.31484 0.1014
C 2.68869 -2.89061 -0.56804 0.6878
C -2.16845 2.57593 -2.53087 -0.3960
C 3.76914 -3.12406 -1.59043 -0.3324
C 4.15337 0.13892 -3.29783 -0.0637
C 4.16750 -3.31487 -3.69579 -0.4213
C 1.84743 -1.22284 1.04188 -0.0703
C -0.20041 0.16420 0.98662 -0.3172
C -0.65648 0.59619 -3.26261 -0.4197
H 2.58610 -4.53405 -2.74378 0.2195
H 3.73079 -3.36424 -4.69254 0.2011
H 0.50190 -1.14878 -0.63408 0.2151
H 0.34031 0.86608 -2.90944 0.2333
H 3.66763 -1.17970 -0.04262 0.4143
H -0.15162 -2.04106 0.71919 0.2366
H 2.36091 0.31860 -2.10436 0.2078
H 2.83698 1.81139 -2.91364 0.2201
H -3.89048 1.24174 -2.07931 0.2193
H 5.25430 -3.36127 -3.77072 0.2115
H -1.77192 3.11396 -3.38032 0.2190
H 2.73912 -1.81533 -2.99118 0.1885
H 3.09188 -0.09514 3.10123 0.4620
H -3.31701 1.15127 -3.80926 0.2180
H 3.73830 1.25148 -1.50010 0.2092
H 5.04134 0.72382 -3.53885 0.1865
H -0.78548 -1.37131 -2.37162 0.1582
H -1.15572 -0.02579 1.47876 0.2204
H 2.41027 0.77905 0.51384 0.1999
H 1.83643 -1.82765 1.95838 0.1885
H 3.66167 -0.12505 -4.24019 0.1691
H -0.77964 1.04181 -4.25200 0.2141
H 0.66565 0.35583 2.96180 0.2001
H 0.80694 1.83504 1.99157 0.2412
H -0.53337 -3.19108 -4.63611 0.1686
H 1.24136 -3.11613 -4.70275 0.1911
H 4.20223 -5.17874 -2.40542 0.2128
H 0.41706 -3.24675 -3.12831 0.1814
H 4.75880 -3.10673 -1.12811 0.2288
H -2.05564 -0.07134 -0.66486 0.3931
H -2.34115 3.17158 -1.64690 0.2281
H -1.68658 -1.20348 -3.88342 0.1627
```

E_tot in eV: -33439.479
Net charge: 0
Highest occupied orbital energy in hartree: -0.34267
Structure (SMILES): CCO[C@H]1CC[C@@H]1C(=O)N[C@@H]1C[C@H](C(=O)NC2(CCOC)CC2)C[C@H]1O
Energy relative to the best compared isomer or geometry (same formula, charge and spin) in kcal per mole: 85.5
Kohn-Sham gap in eV: 10.017
E_LUMO in eV: 0.7

***

The following is a DFT calculation (ωB97M-V/def2-TZVPD) of 7 unconnected molecules or ions with the total composition C13H40N4O7.

```
64
Properties=species:S:1:pos:R:3:nbo_charge:R:1
O 0.06619 -1.99561 -2.65054 -0.7155
O -0.25082 -1.08483 1.70996 -0.7999
O -1.52067 2.93152 2.49497 -0.7317
O 1.78469 -1.49426 3.46370 -0.7480
O 3.82522 -2.59424 -2.54974 -0.7399
O -3.03471 -0.43212 -0.39262 -0.7050
O 1.98449 -0.20182 0.38786 -0.7647
N -2.04323 0.28197 2.15053 -0.8479
N -0.96288 -0.46053 3.90912 -0.8296
N 2.22415 -4.24082 -2.51956 -0.8192
N 2.20259 -2.90696 -0.80011 -0.8551
C -1.55383 1.25620 -0.67764 -0.6364
C -3.35207 0.53834 -2.39915 -0.6392
C -1.11836 -0.45804 2.56190 0.8009
C 0.47881 -1.45717 -3.67589 0.1150
C 1.62354 0.54839 -0.74710 -0.2662
C -0.48488 4.39300 3.88155 -0.6218
C -2.44980 0.18259 -1.32145 0.0690
C 2.00013 -0.26832 4.01545 -0.2644
C 0.44933 -2.26274 -4.95274 -0.6424
C -0.05368 -0.02952 -3.93971 -0.6332
C 2.80251 -3.26879 -1.91118 0.7274
C 0.76991 2.86170 2.35053 -0.6287
C -0.47861 3.04390 3.20089 0.1183
H 0.70061 1.99233 1.73048 0.1989
H -1.62370 -0.05984 4.51488 0.3975
H -3.40234 1.62369 -2.51330 0.2167
H 1.54886 2.68223 3.05239 0.2015
H -1.27610 4.34014 4.58578 0.2058
H 1.11640 -0.47607 0.75292 0.5027
H 1.44415 -0.06570 4.93299 0.1489
H -0.09725 0.75651 -3.08551 0.1986
H -4.28657 0.01510 -2.25228 0.2074
H 1.53930 -4.79231 -2.00813 0.3913
H 2.41663 0.54619 -1.51728 0.1970
H -2.91525 0.39256 2.73503 0.4109
H 0.33477 4.52424 4.66269 0.2052
H 0.46727 0.50174 -4.73806 0.2145
H -0.51606 2.26377 3.93648 0.1203
H 0.66117 0.24336 -1.12877 0.1777
H 0.17034 -1.64906 -5.68896 0.2023
H -0.89725 0.76858 -0.01693 0.2124
H -2.22123 0.12326 1.15744 0.4622
H -1.07392 -0.09120 -4.24865 0.1876
H -3.37914 -1.28338 -0.79980 0.4858
H 1.34561 -1.29472 2.63206 0.5025
H 3.09535 -0.00390 4.02031 0.1788
H -0.61281 5.23658 3.24942 0.2144
H 1.53735 -1.25453 -3.45599 0.1425
H 0.95038 3.75521 1.81557 0.2072
H -0.12501 -1.02008 4.23073 0.4449
H 2.69116 -4.50925 -3.40113 0.4333
H -0.99875 1.81379 -1.49886 0.2227
H 2.34474 -1.96167 -0.32799 0.4628
H 0.82331 -2.44294 -2.30763 0.4969
H 1.41120 1.61687 -0.44766 0.1565
H -2.07232 1.94354 -0.05323 0.2118
H -1.79108 -0.47777 -1.84185 0.1654
H 1.65535 -3.59873 -0.31534 0.3861
H -1.71803 2.00742 2.35782 0.4784
H 1.68699 0.41050 3.23544 0.1727
H 1.46907 -2.50377 -5.17609 0.2159
H -0.18457 -3.19401 -4.96170 0.2041
H -3.12665 0.23945 -3.40628 0.2159
```

E_tot in eV: -34417.487
Net charge: 0
Highest occupied orbital energy in hartree: -0.33552
Structure (SMILES): NC(N)=O.NC(N)=O.CC(C)O.CC(C)O.CC(C)O.CO.CO
Energy relative to the best compared isomer or geometry (same formula, charge and spin) in kcal per mole: 145.7
Kohn-Sham gap in eV: 9.221
E_LUMO in eV: 0.1

***

The following is a DFT calculation (ωB97M-V/def2-TZVPD) of a molecular structure, C32H58AlBr5Cl2F4KN2O13P2SV.

```
122
Properties=species:S:1:pos:R:3:mulliken_charge:R:1
Br 7.28287 -0.98317 -6.86466 -0.0495
Br 2.26654 0.54810 0.86380 -0.0472
Br 1.65924 -0.60166 -2.18844 0.0753
Br 5.73121 -3.51562 -8.01823 -0.0600
Br 4.17091 -1.31906 -6.32618 0.0140
V 1.84145 10.43153 -0.37802 1.2376
K 1.57197 5.84165 -2.24355 0.9725
Cl 1.45645 -5.12548 0.76668 -0.6798
Cl -5.45774 1.39224 4.42037 -0.1482
S -8.28036 -0.60638 2.36874 0.5917
P -1.88274 -3.58313 6.02272 0.7900
P -3.42755 -1.92872 2.54677 0.2099
Al -5.30677 -4.06248 1.83684 0.2957
F 3.84076 -1.48598 0.27315 -0.3517
F -7.80827 0.02908 5.41303 -0.6638
F 2.59082 -2.91785 -1.22275 -0.3910
F 2.25900 -2.05755 1.58726 -0.2406
O 2.57308 11.61854 0.60438 -1.0266
O 1.09534 9.22248 -1.38211 -1.1123
O -3.83664 -1.44592 -0.99303 -0.4265
O -9.24706 -2.71388 -2.39899 -0.5608
O -5.18822 -0.44637 0.43776 -0.4721
O -7.44215 -1.79737 2.59266 -0.5153
O -8.21766 -4.49510 -3.03334 -0.5521
O -0.93185 -2.66185 5.26398 -0.3908
O -1.81538 -3.69602 1.68165 -0.5010
O -1.24608 -4.91978 6.37995 -0.5198
O -2.19821 -2.90796 7.35173 -0.5215
O -3.18770 -3.88936 -0.06806 -0.7935
O -3.11457 -3.81623 5.16396 -0.3480
N -4.63904 -1.22308 3.29613 -0.4094
N -8.35303 -3.53117 -2.31077 0.9297
C -7.35421 -3.32168 -1.22563 -0.6477
C -2.37450 0.38662 1.72280 -1.4258
C 0.44935 -2.59568 -0.41516 -0.5557
C -1.92297 -1.80491 0.26533 1.3686
C 2.98420 3.76977 -2.87087 -0.7674
C 4.89254 0.93957 -3.74326 -0.9593
C 6.42545 -0.68756 2.27758 -0.7024
C -0.41317 -1.64613 0.42865 0.3143
C 0.26861 4.06154 -0.27280 -1.0356
C -1.94727 -0.34330 -1.88254 -0.8529
C 2.55936 3.45229 -1.38714 -2.0480
C 5.42864 -0.48086 3.43123 -1.1631
C 7.36855 0.20683 0.12314 -1.1850
C -2.41248 -1.61523 -1.17273 -0.7346
C -2.85500 -0.92052 1.09142 1.7330
C -1.34138 2.13412 0.18687 1.3394
C -2.30165 -3.30285 0.62056 -0.9778
C -7.49498 0.85495 3.07612 -0.5333
C 5.83858 -2.22695 -6.59440 -0.2738
C -4.09876 -0.87807 0.16387 -0.5295
C -9.66163 -0.73112 3.47205 -1.0324
C 3.46991 1.26607 -3.32284 1.1510
C 6.89337 0.39149 -1.32059 -0.7492
C -2.59241 1.69752 0.96677 -1.5529
C 5.59881 -0.33891 -1.66484 0.9635
C 6.30683 0.41029 1.21910 0.6002
C 2.51762 -1.37340 0.50467 0.3107
C 1.75736 -1.97124 -0.74302 0.9161
C 2.92170 2.59546 -3.84063 -1.3985
C 5.33711 -0.40812 -3.17007 -1.1554
C -0.70191 3.41138 0.71169 -1.4081
C 1.05659 3.04869 -1.18277 2.7782
H 1.92408 2.44537 -4.23816 0.4416
H 4.75888 0.34384 3.22195 0.2261
H 0.72698 -3.64805 0.18673 -0.1414
H 7.42798 -0.60560 2.69603 0.4509
H 7.85175 -0.75837 0.22543 0.4573
H -1.63314 2.32582 -0.84437 0.3628
H 2.73255 4.36729 -0.78003 1.0638
H -0.18049 -1.74731 1.48347 0.9527
H 3.53125 2.87790 -4.69942 0.4191
H 5.94412 -0.27323 4.36299 0.3917
H 6.30564 -1.66888 1.83174 0.3449
H -7.89254 -3.33228 -0.28169 0.2396
H -1.31980 0.32010 1.96885 0.7185
H -1.46763 4.14188 0.96018 0.4331
H -3.89963 -3.13607 1.96178 0.5987
H 3.95334 4.26354 -2.85412 0.3061
H -3.46167 1.70659 0.31701 0.4238
H 5.62331 -1.34330 -1.24765 0.5234
H -6.88287 -2.35611 -1.39056 0.2576
H -2.53275 0.50466 -1.54509 0.2186
H -5.48754 -1.77824 3.23176 -0.0802
H 4.86584 0.82958 -4.82602 0.3998
H 6.05311 -2.77145 -5.68642 0.3493
H 7.66455 -0.03061 -1.96743 0.2882
H -9.25640 -0.84810 4.48466 0.3253
H -7.23061 0.62602 4.28831 0.4010
H 8.12763 0.96798 0.29453 0.3087
H 0.52795 2.98868 -2.12865 0.4711
H 4.84132 -1.37595 3.60192 0.2625
H 6.26493 -0.71742 -3.65553 0.1924
H -8.17472 1.70405 3.01398 0.6268
H -10.25916 0.17701 3.39194 0.4005
H 0.92442 4.71470 0.32212 0.4127
H 6.48241 1.34868 1.73602 0.5188
H -2.88583 0.50111 2.67608 0.9531
H -2.78448 2.45845 1.71802 0.6177
H 5.29495 0.39127 0.83201 -0.6424
H 4.76397 0.16256 -1.18474 -0.8228
H -10.25761 -1.59520 3.17666 0.3508
H 2.84913 0.48392 -3.75430 0.0629
H -0.02822 -2.88166 -1.34766 0.4428
H -0.58556 1.35584 0.18508 -0.9989
H 3.21810 2.72216 -0.94084 0.0760
H -0.20032 3.20670 1.65589 0.2628
H -0.17366 -0.62859 0.10558 -0.5861
H -0.89994 -0.14381 -1.70812 -0.5406
H 1.07385 2.09446 -0.67756 -2.1137
H 5.61458 1.72440 -3.52550 0.3233
H 6.80534 1.43982 -1.60149 0.3709
H -6.60700 1.05523 2.48960 -0.0506
H 3.37629 1.15029 -2.24973 -0.6441
H 2.26648 4.52036 -3.26862 0.6946
H -0.33617 4.73460 -0.91063 0.3680
H -2.20257 -2.41526 -1.86263 1.0564
H -6.62418 -4.12165 -1.27285 0.2794
H 4.60158 -1.18540 -3.35521 0.4650
H -2.38638 -2.20673 3.44318 -0.0985
H -2.10634 -0.41809 -2.95452 0.4868
```

E_tot in eV: -527857.608
Net charge: -2
Highest occupied orbital energy in hartree: -0.11170
Kohn-Sham gap in eV: 2.196
E_LUMO in eV: -0.8

***

The following is a DFT calculation (ωB97M-V/def2-TZVPD) of a molecular structure, C21H29N2ReS3.

```
56
Properties=species:S:1:pos:R:3:nbo_charge:R:1
Re 0.40065 0.58962 -0.03722 0.8757
S 0.63834 2.95419 -0.24108 0.4103
S 1.44101 1.02540 2.04355 0.5422
S -1.11390 3.97019 2.68982 0.2865
N 0.34576 -1.52647 -0.41646 -0.5926
N 2.25890 0.23300 -0.72452 -0.5229
C -1.92261 -1.78743 0.21248 -0.0603
C -0.82583 -3.59489 -1.12715 0.0810
C 2.61337 -1.14046 -0.75627 0.0424
C 4.43050 0.03413 -1.36125 -0.2498
C -1.89394 -4.41198 -0.79077 -0.2072
C -0.76525 -2.30625 -0.47616 0.3106
C -0.74149 4.15407 -0.15685 -0.5133
C -1.09020 2.17670 2.96296 -0.5646
C 1.80433 3.59952 1.01230 -0.5530
C -0.68928 -3.78886 -3.59419 -0.5893
C -1.74017 4.07281 0.99416 -0.5639
C 0.05703 -4.01532 -2.26833 -0.4567
C 2.49544 2.46787 1.74141 -0.5522
C -2.92674 -3.96586 0.01793 -0.0215
C -2.96291 -2.62699 0.47766 -0.1543
C -1.96666 -0.33791 0.61249 -0.4226
C 3.34370 0.90645 -1.10681 0.1424
C 0.24983 1.55071 3.33953 -0.5358
C 3.99258 -1.23954 -1.11874 -0.0849
C 1.61041 -2.04202 -0.59296 0.1237
C -2.16781 0.59719 -0.58217 -0.5999
H 0.28752 -5.07694 -2.15505 0.2633
H 3.32755 1.98039 -1.21579 0.2383
H -2.32600 4.99514 0.95098 0.2903
H 1.77644 -3.10951 -0.57352 0.2616
H -2.97500 0.24321 -1.22476 0.3099
H -1.94725 -5.40500 -1.21813 0.2661
H -0.86247 -2.72828 -3.77654 0.2058
H -1.64996 -4.29998 -3.59976 0.2292
H 4.55258 -2.15486 -1.21868 0.2769
H 3.34083 2.05459 1.19282 0.2561
H 2.52895 4.23610 0.50262 0.2788
H -3.81649 -2.29284 1.05236 0.2550
H -2.37912 1.62750 -0.30247 0.2527
H -0.20545 5.10596 -0.15720 0.2716
H -0.09234 -4.18003 -4.41479 0.2570
H -2.77691 -0.16969 1.32571 0.2980
H 1.20799 4.19871 1.69664 0.2815
H -1.23832 4.08249 -1.12560 0.2689
H 0.85292 2.22340 3.95463 0.2758
H 1.00545 -3.48610 -2.31376 0.2124
H -3.74764 -4.62578 0.26171 0.2648
H -1.30903 0.61534 -1.30856 0.1822
H 2.88056 2.79462 2.70971 0.2931
H 0.10233 0.64059 3.92355 0.2705
H -2.46785 3.27167 0.85121 0.2168
H -1.51647 1.70740 2.07636 0.1987
H -1.06820 -0.08576 1.25739 0.1933
H -1.76835 1.95061 3.78937 0.2758
H 5.40867 0.33913 -1.69379 0.2853
```

E_tot in eV: -59834.414
Net charge: +3
Highest occupied orbital energy (spin up / spin down) in hartree: -0.63874 / -0.64001
2S+1: 4
Kohn-Sham gap (spin up / spin down) in eV: 6.777 / 5.179
E_LUMO (spin up / spin down) in eV: -10.6 / -12.2

***

The following is a DFT calculation (ωB97M-V/def2-TZVPD) of 2 unconnected molecules or ions with the total composition C4H11NO2.

```
18
Properties=species:S:1:pos:R:3:nbo_charge:R:1
O 1.07892 -3.80891 0.80216 -0.9383
O 1.42637 1.75158 -0.53232 -0.6208
N -0.52340 0.90518 0.27009 -0.6236
C -1.40189 1.11556 -0.88220 -0.2109
C 1.50883 0.75675 1.58309 -0.6988
C -1.25609 -0.00620 -1.93864 -0.6189
C 0.80252 1.17360 0.33228 0.6629
H 2.35258 0.09053 1.33638 0.2423
H -0.99299 0.53734 1.10118 0.3927
H -1.41547 2.15149 -1.27221 0.2128
H -0.26082 -0.08414 -2.40766 0.2242
H 0.78038 -3.31940 1.60186 0.4678
H -1.43788 -0.91818 -1.34548 0.1984
H -2.01674 0.05283 -2.73522 0.2166
H 1.89366 1.61109 2.16499 0.2432
H 1.03341 -3.14744 0.07508 0.4713
H -2.36312 0.93904 -0.36227 0.1884
H 0.79175 0.19929 2.20889 0.1906
```

E_tot in eV: -9911.627
Net charge: 0
Highest occupied orbital energy in hartree: -0.35831
Structure (SMILES): CCNC(C)=O.O
Energy relative to the best compared isomer or geometry (same formula, charge and spin) in kcal per mole: 14.2
Kohn-Sham gap in eV: 10.180
E_LUMO in eV: 0.4